Run a
17
Properties=species:S:1:pos:R:3:nbo_charge:R:1 method="wB97M-V/def2-TZVPD" lumo_energy_ha=0.03488 homo_lumo_gap_ev=9.61
C 1.32 0.03 -1.83 -0.057
C 0.07 -0.80 -2.11 -0.634
O 1.81 -0.13 -0.52 -0.770
H 1.12 0.19 0.11 0.478
H 1.11 1.09 -2.05 0.145
H 2.13 -0.28 -2.50 0.170
H -0.75 -0.47 -1.47 0.198
H -0.24 -0.70 -3.15 0.205
H 0.27 -1.85 -1.90 0.207
C -0.78 -0.58 2.14 -0.736
C -0.41 0.63 1.36 0.046
N -1.15 1.71 1.47 -0.800
H -1.85 1.80 2.24 0.366
H -0.11 2.05 1.17 0.500
H -0.87 -1.44 1.48 0.250
H -1.71 -0.45 2.72 0.183
H 0.04 -0.81 2.84 0.250

---

Run b
17
Properties=species:S:1:pos:R:3:nbo_charge:R:1 method="wB97M-V/def2-TZVPD" smiles="CC=O.CCN" lumo_energy_ha=0.03428 homo_lumo_gap_ev=10.36
C 2.87 1.17 -0.90 -0.738
C 2.39 2.39 -1.69 0.439
O 1.38 2.28 -2.34 -0.506
H 2.03 0.57 -0.45 0.227
H 3.46 0.40 -1.39 0.246
H 3.44 1.48 0.00 0.216
H 3.03 3.24 -1.67 0.117
C -2.60 -1.89 1.44 -0.632
C -1.87 -0.97 0.42 -0.224
N -0.75 -0.10 0.79 -0.821
H -2.96 -1.36 2.38 0.205
H -2.06 -2.74 1.86 0.206
H -3.61 -2.22 1.07 0.219
H -2.65 -0.29 -0.07 0.186
H -1.72 -1.68 -0.41 0.160
H -0.46 0.38 -0.05 0.359
H 0.08 -0.66 1.00 0.343

---

It comes down to run b, which is 0.0895 hartree more stable than the next structure.

---

Run a
17
Properties=species:S:1:pos:R:3:nbo_charge:R:1 method="wB97M-V/def2-TZVPD" smiles="C=NCCC.O" lumo_energy_ha=0.03595 homo_lumo_gap_ev=10.24
C -2.23 -1.51 0.48 -0.070
N -1.25 -0.67 0.63 -0.389
C 0.12 -0.98 0.41 -0.260
C 0.41 -0.69 -1.10 -0.393
C 1.76 -0.02 -1.25 -0.602
H -2.22 -2.61 0.00 0.133
H -3.23 -1.09 0.45 0.174
H 0.67 -0.30 1.05 0.173
H 0.33 -1.91 0.96 0.192
H 0.19 -1.57 -1.72 0.209
H -0.43 0.02 -1.42 0.213
H 1.70 0.49 -2.18 0.215
H 1.85 0.62 -0.44 0.198
H 2.45 -0.85 -1.24 0.206
O 0.64 3.13 0.86 -0.988
H 1.26 3.82 0.89 0.491
H 0.78 2.19 1.11 0.498

---

Run b
17
Properties=species:S:1:pos:R:3:nbo_charge:R:1 method="wB97M-V/def2-TZVPD" smiles="CC/C=C/N.O" lumo_energy_ha=0.03298 homo_lumo_gap_ev=8.85
C -0.75 -1.44 -1.32 -0.612
C -1.51 -0.78 -0.09 -0.418
C -0.38 -0.30 0.77 -0.337
C -0.36 0.18 2.00 0.041
N 0.52 1.10 2.55 -0.813
H 0.08 -2.12 -1.07 0.208
H -1.54 -2.01 -1.85 0.205
H -0.46 -0.82 -2.11 0.190
H -2.17 -1.58 0.30 0.202
H -2.27 -0.08 -0.47 0.208
H 0.47 -0.20 0.17 0.173
H -0.96 -0.31 2.76 0.178
H 1.23 1.51 1.98 0.387
H 0.66 1.00 3.58 0.386
O 2.02 1.18 -3.00 -0.915
H 1.84 0.23 -3.05 0.458
H 1.34 1.28 -2.34 0.458

---

Run c
17
Properties=species:S:1:pos:R:3:nbo_charge:R:1 method="wB97M-V/def2-TZVPD" smiles="CC(N)=O.CC" lumo_energy_ha=0.02971 homo_lumo_gap_ev=10.58
C 0.49 -0.46 2.64 -0.716
C -0.79 -0.02 1.98 0.663
N -1.01 1.30 1.83 -0.819
O -1.65 -0.85 1.69 -0.624
H 0.75 -1.45 2.27 0.244
H 0.23 -0.59 3.69 0.243
H 1.35 0.21 2.50 0.212
H -1.88 1.55 1.40 0.405
H -0.26 1.96 1.87 0.392
C 0.86 -0.72 -2.76 -0.603
C -0.13 0.32 -2.21 -0.604
H 1.87 -0.34 -2.75 0.199
H 0.83 -1.65 -2.18 0.204
H 0.55 -0.96 -3.78 0.202
H -1.14 -0.12 -2.14 0.208
H -0.13 1.18 -2.87 0.199
H 0.07 0.63 -1.19 0.195

---

It comes down to run c, which is 0.0825 hartree more stable than the next structure.